Computed, not measured: a cluster of 3 separate species, C2Br2I2 in total at a distorted geometry, with ωB97M-V/def2-TZVPD.

Last column: Löwdin charge in e.
Geometry (Å):
C  0.404  -0.745  -1.411  -0.75
C  0.233  0.401  -1.131  -0.87
Br  0.366  -2.623  -1.405  0.68
Br  0.042  2.211  -0.910  0.72
I  -2.284  -0.565  0.764  0.15
I  3.312  0.038  0.578  0.06

The value obtained for the orbital gap (alpha / beta) is 2.97 / 2.95 eV. As for the energy relative to the best compared isomer or geometry (same formula, charge and spin): 479.1 kJ/mol. The calculation puts the total energy at -158354.0604 eV. For the HOMO energy (alpha / beta), the calculation gives -8.11 / -8.11 eV.

Computed, not measured: a structure of composition C2Br2N2O2 at a distorted geometry, with ωB97M-V/def2-TZVPD.

Last column: Löwdin charge in e.
Geometry (Å):
C  0.923  0.086  -1.432  -0.20
C  -0.692  -0.024  -0.025  -1.17
N  1.598  0.107  -2.349  0.02
N  0.243  -0.030  1.106  -0.58
O  0.681  -1.123  1.417  0.14
O  0.504  1.017  1.652  0.11
Br  -1.557  1.597  -0.186  0.86
Br  -1.699  -1.631  -0.182  0.81

Its spin multiplicity is 3. The value obtained for the orbital gap (alpha / beta) is 7.71 / 6.09 eV. The expectation value of S² is 2.03. As for the energy relative to the best compared isomer or geometry (same formula, charge and spin): 374.9 kJ/mol. The calculation puts the total energy at -149224.0954 eV. For the HOMO energy (alpha / beta), the calculation gives -9.22 / -11.07 eV.

Question: Which of these has the highest energy relative to the best compared isomer or geometry (same formula, charge and spin)?
Answer: C2Br2I2